# 1
A structure of composition C54H46CsN4OP2S at a distorted geometry, computed with the ωB97M-V functional and the def2-TZVPD basis.

Structure (XYZ):
```
109
Properties=species:S:1:pos:R:3:mulliken_charge:R:1
Cs -1.5320 0.6072 0.3459 1.169
C -4.6790 2.1547 -1.5620 -0.578
N -4.7041 1.7265 -0.1647 0.645
C -4.5899 2.7702 0.8464 -1.094
C -3.4485 3.7575 0.6936 0.838
C -3.5615 4.8885 1.4557 -1.063
C -2.6451 5.9013 1.3475 -0.521
C -1.5410 5.7182 0.5039 -0.677
C -1.3907 4.4823 -0.1180 -0.519
N -2.3191 3.5254 -0.0318 0.026
C -5.7708 0.7700 0.1631 -1.781
C -5.2313 -0.5802 0.5650 1.078
C -5.9314 -1.7825 0.2072 -0.738
C -5.5298 -3.0049 0.7288 -0.580
C -4.4528 -2.9957 1.6542 -0.833
C -3.7719 -1.7842 1.8634 0.054
N -4.1146 -0.6079 1.3041 -0.061
C -4.3099 0.9969 -2.4752 0.203
C -5.2025 0.4276 -3.4007 -0.649
C -4.8211 -0.6756 -4.1373 -0.569
C -3.4599 -1.0912 -4.0652 -0.674
C -2.6508 -0.5075 -3.0880 -0.148
N -3.0834 0.5498 -2.3179 -0.081
H -3.9626 3.0694 -1.6269 0.330
H -5.6513 2.5391 -1.9378 0.282
H -4.4802 2.3148 1.8728 0.416
H -5.4999 3.3584 0.9426 0.511
H -4.4183 4.9676 2.1014 0.475
H -2.7900 6.7823 1.9148 0.488
H -0.8361 6.5336 0.3456 0.412
H -0.4886 4.2962 -0.7080 0.420
H -6.4298 0.7074 -0.7086 0.331
H -6.3559 1.1032 1.0070 0.581
H -6.7981 -1.6745 -0.4567 0.391
H -6.1743 -3.8616 0.5757 0.448
H -4.1433 -3.9083 2.1596 0.432
H -2.8341 -1.7517 2.4367 0.151
H -6.1769 0.8534 -3.5305 0.457
H -5.5117 -1.2408 -4.7759 0.412
H -3.1124 -1.9459 -4.6184 0.456
H -1.6620 -0.9174 -2.9406 0.404
O 3.4986 -0.3019 0.5438 -0.607
S 2.2896 -0.8058 -0.2103 0.603
C 2.9329 -1.9954 -1.3050 -0.029
C 4.0886 -2.7108 -0.9842 -0.835
C 4.7906 -3.3647 -2.0212 -0.807
C 4.2436 -3.4032 -3.3364 -0.735
C 3.2032 -2.5646 -3.6578 -0.409
C 2.6099 -1.7689 -2.6424 0.608
P 1.7535 -0.1680 -2.7841 0.751
C 3.0339 1.0699 -2.4202 0.656
C 2.6196 2.3944 -2.4890 -0.901
C 3.5080 3.4153 -2.3282 -0.536
C 4.8119 3.0961 -2.0629 -0.603
C 5.2739 1.7857 -2.0911 -0.836
C 4.3681 0.7556 -2.2919 0.081
C 1.7109 -0.0388 -4.5691 0.668
C 2.9526 0.2630 -5.2567 -0.191
C 2.8787 0.5681 -6.5928 -0.695
C 1.6862 0.4747 -7.2997 -0.656
C 0.5655 0.0025 -6.6887 -0.484
C 0.5347 -0.2178 -5.3118 -0.281
C 1.4936 -2.0085 0.9747 -0.355
C 0.7329 -3.0314 0.4204 -0.194
C 0.2630 -4.0552 1.2202 -0.799
C 0.5143 -4.0289 2.5829 -0.886
C 1.2541 -2.9344 3.1574 0.108
C 1.6720 -1.8824 2.3547 0.153
P 2.2589 -0.4184 3.1939 0.274
C 3.4489 -0.9926 4.4294 0.214
C 3.1791 -1.0901 5.7793 0.053
C 4.2299 -1.2864 6.7144 -0.813
C 5.5228 -1.4471 6.2492 -0.338
C 5.7799 -1.4471 4.8915 -0.642
C 4.7371 -1.3156 3.9865 -0.385
C 0.7605 -0.0240 4.1965 0.156
C 0.8107 1.0971 5.0278 -0.379
C -0.3179 1.4910 5.7534 -0.680
C -1.4950 0.7463 5.6776 -0.672
C -1.5848 -0.3246 4.8109 -0.452
C -0.4564 -0.7105 4.0269 0.012
H 4.4676 -2.6913 0.0348 0.458
H 5.7418 -3.8316 -1.8229 0.468
H 4.7441 -4.0005 -4.0781 0.430
H 2.8900 -2.5202 -4.6715 0.590
H 1.5369 2.5933 -2.5704 0.258
H 3.1349 4.4465 -2.4058 0.396
H 5.5215 3.8727 -1.8503 0.408
H 6.2971 1.6061 -1.8032 0.438
H 4.7590 -0.2287 -2.3632 0.296
H 3.9125 0.2173 -4.7178 0.415
H 3.7691 0.8930 -7.1169 0.399
H 1.7009 0.6628 -8.3582 0.388
H -0.3239 -0.2764 -7.2515 0.404
H -0.3597 -0.6486 -4.8582 0.046
H 0.4882 -3.0094 -0.6361 0.492
H -0.3519 -4.8465 0.7691 0.434
H 0.1783 -4.7723 3.2784 0.484
H 1.4452 -2.9069 4.2180 0.544
H 2.1543 -0.9981 6.1724 0.341
H 4.0404 -1.3013 7.7974 0.376
H 6.3696 -1.5256 6.9702 0.317
H 6.7962 -1.5381 4.5322 0.422
H 4.9870 -1.2279 2.9529 0.330
H 1.7549 1.6384 5.1165 0.434
H -0.2543 2.3373 6.4586 0.390
H -2.4010 1.0963 6.2042 0.352
H -2.5326 -0.8940 4.7102 0.349
H -0.5580 -1.4409 3.2707 0.362
```

As for the energy: -3480.388833 a.u. As for the total charge: +1.



# 2
A structure of composition C4H3BrO at a distorted geometry, computed with the ωB97M-V functional and the def2-TZVPD basis.

Structure (XYZ):
```
9
Properties=species:S:1:pos:R:3:mulliken_charge:R:1
C 0.8998 0.4659 0.1640 -0.390
C 1.8538 -0.4423 0.1175 0.174
C 1.0521 -1.5958 -0.1124 0.226
C -0.1459 -0.6345 -0.0957 -0.124
O 1.1362 -2.7512 0.0695 -0.412
Br 4.9581 0.1803 0.0010 -0.312
H 0.9341 1.5132 0.4565 0.345
H -0.8202 -0.6540 0.8750 0.229
H -0.6628 -0.3825 -1.0451 0.263
```

The energy above the lowest of the compared OMol25 structures with the same formula, charge and spin comes out at 96.6 kcal per mole. As for the energy: -2803.264609 a.u. As for the total charge: 0.



# 3
A cluster of 2 separate species, C2H3ClO2S in total at a distorted geometry, computed with the ωB97M-V functional and the def2-TZVPD basis.

Structure (XYZ):
```
9
Properties=species:S:1:pos:R:3:mulliken_charge:R:1
C -1.1860 -0.5295 0.4112 -0.373
C -0.4917 -0.4999 -0.7768 0.316
O 0.4742 1.3985 0.9303 -0.583
O 0.2797 -0.9432 -1.5106 -0.262
S -0.7166 1.2754 0.1117 0.336
Cl 2.6668 0.2470 -0.7841 -0.359
H -2.2022 -0.8526 0.5312 0.357
H -0.5159 -0.9540 1.1486 0.262
H 1.6915 0.8582 -0.0616 0.307
```

The energy above the lowest of the compared OMol25 structures with the same formula, charge and spin comes out at 55.6 kcal per mole. As for the energy: -1086.762039 a.u. As for the total charge: 0.